# C15H26N2O7P2

A 2-piece molecular cluster, C15H26N2O7P2 overall (ωB97M-V with the def2-TZVPD basis set, OMol25).

Last column: natural (NBO) charge in e.
Atoms and positions in Å:
C 4.365 -2.414 0.185  -0.638
C 5.809 -1.819 -0.141  -0.400
C 5.790 -0.394 -0.853  -0.418
C 4.907 -0.348 -2.195  -0.401
C 3.725 0.755 -2.083  -0.520
C 2.616 0.221 -1.054  0.849
O 2.712 0.630 0.107  -0.585
O 1.696 -0.701 -1.556  -0.589
C 0.355 -0.205 -1.795  0.153
N 0.116 -0.296 -3.277  -0.842
C -0.656 -1.311 -1.132  -0.239
N -0.858 -2.384 -2.134  -0.647
C -2.119 -3.162 -1.889  -0.416
P -0.064 1.565 -1.317  0.143
P -0.397 1.725 0.864  2.022
O -0.850 0.411 1.492  -1.091
O 0.865 2.507 1.665  -0.968
O -1.718 2.804 0.999  -0.992
H 4.459 -3.249 0.964  0.218
H 3.793 -2.791 -0.720  0.205
H 3.759 -1.597 0.685  0.218
H 6.366 -2.560 -0.801  0.195
H 6.380 -1.799 0.851  0.210
H 6.859 -0.079 -1.074  0.212
H 5.348 0.366 -0.133  0.211
H 5.608 -0.111 -3.065  0.218
H 4.490 -1.385 -2.378  0.210
H 3.298 0.898 -3.121  0.226
H 4.240 1.692 -1.688  0.236
H 0.779 -0.941 -3.712  0.384
H 0.125 0.633 -3.709  0.366
H -1.608 -0.849 -0.740  0.228
H -0.048 -1.756 -0.266  0.206
H -0.058 -3.014 -2.205  0.361
H -2.597 -3.353 -2.910  0.198
H -1.816 -4.159 -1.410  0.183
H -2.847 -2.606 -1.223  0.202
H 1.051 2.470 -1.524  0.039
H 1.386 1.797 2.108  0.524
H -2.562 2.314 0.875  0.525
O -4.972 2.288 0.893  -0.515
C -5.471 2.099 1.988  0.483
C -4.742 2.430 3.231  -0.238
C -5.288 2.221 4.429  -0.211
C -6.646 1.651 4.564  0.469
O -7.145 1.462 5.656  -0.480
C -7.375 1.320 3.320  -0.225
C -6.828 1.529 2.123  -0.224
H -3.749 2.847 3.113  0.242
H -4.770 2.456 5.349  0.235
H -8.367 0.903 3.438  0.234
H -7.347 1.294 1.202  0.233

Computed properties:
* net charge: 0
* SMILES: CCCCCC(=O)O[C@@](N)(CNC)PP(=O)(O)O.O=C1C=CC(=O)C=C1

# C5H7NO

A single C5H7NO molecule (ωB97M-V with the def2-TZVPD basis set, OMol25).

Last column: natural (NBO) charge in e.
Atoms and positions in Å:
C -1.530 -0.275 0.251  -0.427
C -0.555 0.387 -0.687  -0.294
C 0.658 1.179 -0.146  0.134
O 1.826 0.881 -0.673  -0.709
C 1.454 -0.556 0.677  0.338
N 0.722 -1.469 0.306  -0.423
C -0.462 -1.092 -0.448  -0.075
H -1.408 -0.103 1.322  0.220
H -2.563 -0.416 -0.066  0.231
H -0.890 0.729 -1.666  0.241
H 0.704 0.681 1.052  0.097
H 0.423 2.252 0.055  0.178
H 2.369 -0.380 1.227  0.261
H -0.748 -1.818 -1.205  0.227

Computed properties:
* net charge: 0

# C3H4N2O2

A single C3H4N2O2 molecule (ωB97M-V with the def2-TZVPD basis set, OMol25).

Last column: natural (NBO) charge in e.
Atoms and positions in Å:
O 1.776 1.184 -1.613  -0.574
N 1.692 0.541 -0.368  -0.234
C 0.542 0.043 -0.213  0.420
C 0.165 -0.703 0.928  -0.352
C -1.181 -0.621 0.948  0.001
N -1.661 -0.032 -0.118  -0.272
O -0.577 0.257 -0.984  -0.319
H 2.620 1.754 -1.416  0.475
H 0.880 -0.896 1.758  0.249
H -1.900 -0.941 1.701  0.227
H -2.355 -0.585 -0.624  0.378

Computed properties:
* net charge: 0
* SMILES: O/N=c1/cc[nH]o1

# C45H36BrF4NiP3

C45H36BrF4NiP3 as an isolated structure (ωB97M-V with the def2-TZVPD basis set, OMol25).

Last column: Löwdin charge in e.
Atoms and positions in Å:
Ni 0.550 -0.641 0.308  -0.032
F 4.998 -1.166 5.399  0.191
C 3.856 -1.105 4.755  -0.114
C 2.715 -1.661 5.303  -0.118
F 2.767 -2.251 6.478  0.181
C 1.506 -1.590 4.615  -0.180
F 0.450 -2.117 5.216  0.144
C 1.414 -0.989 3.365  -0.288
P -0.135 -0.808 2.445  1.085
C -1.356 -1.936 3.109  -0.358
C -1.356 -3.284 2.782  -0.078
C -2.291 -4.137 3.347  -0.038
C -3.225 -3.645 4.246  -0.033
C -3.215 -2.301 4.599  -0.036
C -2.283 -1.446 4.039  -0.071
C -0.738 0.848 2.816  -0.368
C -2.018 1.218 2.389  -0.105
C -2.518 2.468 2.705  -0.043
C -1.750 3.358 3.448  -0.044
C -0.475 3.003 3.863  -0.049
C 0.037 1.754 3.540  -0.074
C 2.586 -0.434 2.848  -0.521
Br 2.552 0.510 1.197  1.082
C 3.787 -0.473 3.514  -0.247
F 4.881 0.070 3.008  0.124
H -0.609 -3.688 2.125  0.075
H -2.282 -5.187 3.090  0.116
H -3.955 -4.310 4.686  0.121
H -3.928 -1.921 5.317  0.121
H -2.278 -0.407 4.336  0.110
H -2.641 0.525 1.839  0.103
H -3.512 2.747 2.383  0.124
H -2.148 4.330 3.704  0.123
H 0.120 3.692 4.446  0.123
H 1.026 1.484 3.889  0.105
C 1.775 -1.751 -2.706  -0.268
C 1.502 -0.321 -2.288  -0.360
P -0.204 0.302 -2.731  1.087
C -0.060 1.924 -1.924  -0.369
C -0.257 1.942 -0.544  -0.152
C -0.136 3.108 0.193  -0.069
C 0.150 4.297 -0.465  -0.049
C 0.314 4.306 -1.844  -0.046
C 0.216 3.126 -2.567  -0.056
C -0.012 0.651 -4.506  -0.396
C 1.202 0.909 -5.144  -0.099
C 1.249 1.155 -6.507  -0.060
C 0.075 1.155 -7.249  -0.057
C -1.139 0.905 -6.631  -0.063
C -1.181 0.644 -5.269  -0.100
C 0.595 -2.659 -2.424  -0.300
P -0.200 -2.526 -0.756  1.062
C 0.309 -4.086 -0.014  -0.400
C -0.539 -5.188 0.042  -0.081
C -0.066 -6.388 0.557  -0.047
C 1.240 -6.487 1.015  -0.044
C 2.088 -5.386 0.957  -0.052
C 1.624 -4.188 0.441  -0.102
C -1.973 -2.520 -1.013  -0.378
C -2.801 -1.739 -0.217  -0.098
C -4.169 -1.719 -0.437  -0.049
C -4.714 -2.480 -1.461  -0.043
C -3.895 -3.268 -2.258  -0.045
C -2.527 -3.290 -2.037  -0.089
H 2.662 -2.123 -2.188  0.118
H 2.004 -1.784 -3.774  0.126
H 2.309 0.369 -2.532  0.100
H 1.549 -0.359 -1.163  -0.026
H -0.569 1.015 -0.029  0.051
H -0.286 3.103 1.261  0.074
H 0.230 5.219 0.095  0.116
H 0.527 5.234 -2.356  0.118
H 0.351 3.140 -3.641  0.109
H 2.129 0.937 -4.586  0.100
H 2.197 1.353 -6.989  0.114
H 0.110 1.350 -8.313  0.115
H -2.052 0.906 -7.210  0.113
H -2.133 0.435 -4.794  0.101
H 0.903 -3.702 -2.510  0.106
H -0.222 -2.481 -3.128  0.075
H -1.565 -5.113 -0.294  0.109
H -0.721 -7.248 0.598  0.119
H 1.601 -7.424 1.415  0.119
H 3.106 -5.467 1.312  0.116
H 2.290 -3.331 0.402  0.101
H -2.381 -1.140 0.579  0.052
H -4.809 -1.105 0.182  0.115
H -5.781 -2.459 -1.640  0.119
H -4.321 -3.867 -3.052  0.119
H -1.902 -3.913 -2.665  0.115

Computed properties:
* net charge: +2

# C21H29ClMnN2O4

C21H29ClMnN2O4 as an isolated structure (ωB97M-V with the def2-TZVPD basis set, OMol25).

Last column: natural (NBO) charge in e.
Atoms and positions in Å:
Mn 1.357 -0.088 0.168  0.795
Cl 3.436 -0.294 1.057  -0.776
N 0.212 -1.637 1.224  -0.590
N 0.814 1.934 -0.537  -0.579
C 0.339 -2.835 0.693  0.615
C 0.799 2.128 -1.831  0.605
C -0.771 -1.768 2.336  0.040
C -0.807 -3.279 2.571  -0.080
C -2.128 -1.285 1.863  -0.608
C -0.323 -1.018 3.568  -0.601
H -2.423 -1.801 0.937  0.218
H -2.103 -0.203 1.676  0.223
H -2.881 -1.494 2.635  0.193
H 0.703 -1.306 3.826  0.217
H -0.984 -1.279 4.406  0.194
H -0.371 0.067 3.418  0.229
C 0.391 3.213 0.115  0.045
C 0.007 4.092 -1.071  -0.079
C 1.557 3.838 0.848  -0.617
C -0.773 2.980 1.055  -0.611
H -1.545 2.389 0.549  0.212
H -1.203 3.950 1.336  0.195
H -0.435 2.476 1.968  0.236
H 2.428 3.900 0.181  0.208
H 1.811 3.245 1.733  0.254
H 1.278 4.853 1.163  0.189
O 0.337 3.297 -2.250  -0.502
H 0.584 5.023 -1.144  0.182
H -1.063 4.325 -1.127  0.180
O -0.222 -3.842 1.346  -0.501
H -1.807 -3.715 2.682  0.187
H -0.174 -3.593 3.415  0.180
C 0.998 -3.091 -0.609  -0.505
C 1.215 1.160 -2.874  -0.488
C 0.393 -0.072 -2.683  -0.093
H 2.280 0.934 -2.693  0.253
H 1.095 1.607 -3.861  0.217
C 0.680 -0.861 -1.586  -0.402
C 0.310 -2.194 -1.582  -0.103
H 2.685 0.873 2.649  0.522
C -0.756 -2.602 -2.406  0.048
C -1.280 -1.688 -3.332  -0.299
C -1.355 -3.960 -2.222  -0.647
C -0.693 -0.435 -3.515  -0.029
H -2.148 -1.963 -3.936  0.179
C -1.232 0.539 -4.515  -0.632
H -2.207 0.206 -4.872  0.200
H -0.579 0.641 -5.388  0.200
H -1.347 1.531 -4.067  0.208
H -0.650 -4.757 -2.492  0.201
H -2.254 -4.083 -2.835  0.199
H -1.636 -4.118 -1.171  0.205
H 0.941 -4.149 -0.867  0.215
H 2.046 -2.777 -0.488  0.270
O 1.045 2.556 4.631  -0.601
C 1.859 1.767 4.221  0.653
O 1.965 1.505 2.894  -0.723
H 2.585 1.156 4.792  0.096

Computed properties:
* 2S+1: 5
* net charge: -1

# C21H24N2O4S

A single C21H24N2O4S molecule (ωB97M-V with the def2-TZVPD basis set, OMol25).

Last column: natural (NBO) charge in e.
Atoms and positions in Å:
C 7.545 0.411 2.565  -0.239
O 6.724 -0.593 3.118  -0.495
C 5.753 -1.207 2.385  0.243
C 5.003 -2.131 3.107  -0.233
C 3.975 -2.852 2.531  -0.212
C 3.680 -2.667 1.193  -0.024
C 2.559 -3.419 0.510  -0.481
C 1.568 -2.438 0.005  0.555
N 1.624 -1.812 -1.123  -0.503
C 0.542 -0.964 -1.120  0.152
C 0.086 -0.040 -2.049  -0.234
C -1.061 0.661 -1.739  -0.208
C -1.747 0.465 -0.533  -0.136
C -2.976 1.240 -0.184  0.666
O -3.254 1.535 0.962  -0.625
N -3.749 1.595 -1.240  -0.609
C -5.002 2.290 -1.069  -0.231
C -6.199 1.335 -1.093  -0.417
C -7.512 2.082 -0.937  -0.508
S -7.837 3.152 -2.388  0.156
C -9.400 3.879 -1.830  -0.732
C -1.284 -0.440 0.417  -0.205
C -0.145 -1.147 0.099  0.228
O 0.526 -2.095 0.802  -0.412
C 4.418 -1.748 0.459  -0.308
C 5.447 -1.009 1.024  0.302
O 6.180 -0.094 0.309  -0.522
C 5.846 0.132 -1.038  -0.251
H 6.961 1.267 2.220  0.181
H 8.197 0.723 3.382  0.187
H 8.151 0.032 1.740  0.182
H 5.255 -2.262 4.147  0.226
H 3.413 -3.554 3.127  0.211
H 2.074 -4.093 1.215  0.238
H 2.952 -3.985 -0.337  0.247
H 0.616 0.119 -2.974  0.225
H -1.419 1.406 -2.435  0.215
H -3.558 1.202 -2.147  0.395
H -5.110 3.036 -1.861  0.205
H -4.951 2.793 -0.100  0.231
H -6.207 0.783 -2.036  0.201
H -6.098 0.619 -0.275  0.221
H -7.491 2.723 -0.055  0.208
H -8.346 1.383 -0.861  0.214
H -9.734 4.551 -2.614  0.231
H -9.234 4.434 -0.910  0.213
H -10.134 3.092 -1.676  0.212
H -1.804 -0.563 1.353  0.249
H 4.156 -1.613 -0.579  0.235
H 6.530 0.909 -1.377  0.199
H 5.989 -0.767 -1.646  0.178
H 4.815 0.484 -1.145  0.181

Computed properties:
* net charge: 0
* SMILES: COc1ccc(Cc2nc3ccc(C(=O)NCCCSC)cc3o2)cc1OC

# C5H13NO2

A 2-piece molecular cluster, C5H13NO2 overall (ωB97M-V with the def2-TZVPD basis set, OMol25).

Last column: natural (NBO) charge in e.
Atoms and positions in Å:
C 0.559 0.112 -2.609  -0.525
C 0.652 -0.148 -1.306  0.189
N 1.346 -1.232 -0.830  -0.833
C 0.110 0.746 -0.236  -0.441
C -1.089 0.103 0.500  -0.419
C -2.339 0.020 -0.384  -0.074
O -2.549 1.220 -1.162  -0.722
H 0.015 0.960 -2.956  0.206
H 0.901 -0.517 -3.423  0.193
H 1.429 -1.443 0.148  0.384
H 2.056 -1.637 -1.412  0.388
H 0.888 0.930 0.505  0.208
H -0.248 1.697 -0.591  0.232
H -0.811 -0.921 0.796  0.204
H -1.341 0.617 1.432  0.196
H -3.282 -0.206 0.121  0.171
H -2.131 -0.755 -1.128  0.188
H -2.761 1.927 -0.540  0.456
O 2.940 -0.750 4.074  -0.939
H 2.167 -0.184 4.152  0.468
H 3.488 -0.540 4.848  0.471

Computed properties:
* net charge: 0
* SMILES: C=C(N)CCCO.O

# C23H30BClIrN2O2

C23H30BClIrN2O2 as an isolated structure (ωB97M-V with the def2-TZVPD basis set, OMol25).

Last column: natural (NBO) charge in e.
Atoms and positions in Å:
Ir -0.383 0.798 0.232  1.394
C 1.699 0.649 4.786  -0.589
C 1.275 -0.102 3.508  -0.286
C 2.236 -1.262 3.245  -0.616
C 1.192 0.922 2.410  0.204
C 0.023 1.736 2.282  -0.342
C 0.033 2.871 1.430  -0.171
C 1.171 3.233 0.682  0.169
C 1.201 4.512 -0.104  -0.674
C 2.240 2.352 0.718  -0.167
C 2.253 1.213 1.556  -0.155
H 1.771 -0.058 5.612  0.258
H 0.982 1.423 5.064  0.227
H 2.678 1.116 4.651  0.222
H 0.266 -0.489 3.677  0.239
H 3.277 -0.931 3.275  0.226
H 2.059 -1.746 2.287  0.200
H 2.116 -2.010 4.028  0.254
H -0.815 1.597 2.954  0.294
H -0.819 3.542 1.430  0.290
H 0.615 4.412 -1.019  0.291
H 2.219 4.784 -0.375  0.258
H 0.762 5.327 0.473  0.270
H 3.119 2.568 0.120  0.268
H 3.141 0.591 1.579  0.262
Cl -0.683 1.203 -8.191  0.115
C -0.532 1.192 -6.508  0.004
C -0.457 2.366 -5.795  -0.228
C -0.357 2.321 -4.386  -0.119
C -0.331 1.086 -3.690  -0.233
C -0.392 -0.083 -4.395  -0.135
C -0.484 -0.048 -5.822  -0.211
C -0.287 1.071 -2.205  0.801
O -0.421 -0.037 -1.568  -0.577
O -0.145 2.129 -1.547  -0.621
H -0.480 3.318 -6.308  0.254
H -0.310 3.247 -3.826  0.230
H -0.377 -1.035 -3.880  0.232
H -0.524 -0.974 -6.383  0.250
B -4.894 0.824 -0.149  -0.625
C -3.371 0.797 0.094  0.577
N -2.234 0.843 0.343  -0.604
H -5.398 0.800 0.954  0.075
H -5.189 -0.189 -0.752  0.074
H -5.106 1.808 -0.827  0.070
C 0.958 -4.134 -0.264  -0.592
C -0.133 -3.660 0.710  -0.174
C -1.537 -4.018 0.170  -0.591
C 0.077 -4.247 2.114  -0.594
C -0.086 -2.184 0.783  0.666
N -0.031 -1.040 0.853  -0.501
H 0.873 -5.216 -0.363  0.253
H 1.956 -3.901 0.109  0.225
H 0.832 -3.687 -1.251  0.228
H -1.588 -5.102 0.076  0.252
H -1.715 -3.575 -0.810  0.231
H -2.322 -3.693 0.853  0.235
H -0.017 -5.330 2.039  0.255
H -0.675 -3.886 2.817  0.231
H 1.070 -4.015 2.503  0.223

Computed properties:
* 2S+1: 2
* net charge: +2

Number 1: E -51865.1479 eV. Number 2: E -8830.7737 eV. Number 3: E -10246.7228 eV. Number 4: E -197056.7012 eV. Number 5: E -77261.5353 eV. Number 6: E -44171.9525 eV. Number 7: E -10980.0690 eV. Number 8: E -47431.4827 eV.